Entry 1:
13
Properties=species:S:1:pos:R:3 method="wB97M-V/def2-TZVPD" homo_ev="-4.9 / -9.9" relative_energy_kj_mol=133.5 spin_multiplicity=2 e_tot_ha=-248.96502 s_squared=0.75
C 1.169 0.609 2.020
N 1.442 -0.624 2.184
H 0.243 1.082 2.251
H 2.019 1.233 2.025
H 2.416 -0.804 2.218
H 0.751 -1.495 2.086
O -0.222 0.551 -0.340
C -0.632 0.583 -1.532
C -1.512 -0.446 -2.104
H -0.576 1.467 -2.245
H -2.012 -0.157 -3.001
H -0.836 -1.311 -2.310
H -2.249 -0.688 -1.251

Entry 2:
13
Properties=species:S:1:pos:R:3 method="wB97M-V/def2-TZVPD" charge=+1 homo_ev=-14.2 relative_energy_kj_mol=206.8 e_tot_ha=-248.75713
C 3.276 0.349 -0.154
N 2.013 0.085 0.006
H 3.443 1.290 -0.700
H 4.137 -0.207 0.270
H 1.692 -0.903 -0.085
H 1.284 0.811 0.110
O -0.455 0.169 0.477
C -1.673 0.053 0.775
C -2.595 -0.495 -0.293
H -2.251 0.568 1.505
H -3.176 0.317 -0.846
H -3.498 -0.886 0.115
H -2.197 -1.150 -1.179

Entry 3:
13
Properties=species:S:1:pos:R:3 method="wB97M-V/def2-TZVPD" charge=+1 homo_ev=-14.7 relative_energy_kj_mol=457.8 e_tot_ha=-248.66151
O -0.532 0.612 -1.892
C 0.441 0.070 -1.312
C 0.202 -0.572 0.077
C 0.557 0.528 1.088
N -1.174 -0.936 0.258
H 1.440 0.439 -1.587
H 0.737 -1.532 0.085
H -0.044 1.449 1.020
H 1.626 0.676 1.236
H 0.179 0.043 1.986
H -0.098 1.219 -0.874
H -1.495 -1.796 -0.146
H -1.839 -0.200 0.061

Entry 4:
13
Properties=species:S:1:pos:R:3 method="wB97M-V/def2-TZVPD" charge=+1 homo_ev=-14.1 relative_energy_kj_mol=95.0 e_tot_ha=-248.79970
C 0.288 -2.884 0.110
N 0.354 -1.697 0.566
H 1.007 -3.209 -0.626
H -0.579 -3.423 0.446
H 0.914 -0.893 0.258
H -0.154 -1.471 1.419
O 1.108 0.785 -0.677
C 0.528 1.687 -0.111
C -0.855 2.116 -0.481
H 0.967 2.155 0.787
H -1.111 1.858 -1.503
H -1.626 1.769 0.210
H -0.840 3.208 -0.397

Entry 5:
13
Properties=species:S:1:pos:R:3 method="wB97M-V/def2-TZVPD" charge=+1 homo_ev=-14.4 relative_energy_kj_mol=101.3 e_tot_ha=-248.79731
C -2.078 -2.195 0.468
N -1.152 -1.659 -0.233
H -2.824 -2.863 0.055
H -1.904 -2.089 1.547
H -0.376 -1.122 0.201
H -1.325 -1.781 -1.227
O -0.090 0.668 0.466
C 1.083 0.921 0.268
C 1.600 2.210 -0.313
H 1.794 0.097 0.130
H 0.874 2.859 -0.792
H 2.021 2.838 0.485
H 2.378 2.117 -1.054

Entry 6:
13
Properties=species:S:1:pos:R:3 method="wB97M-V/def2-TZVPD" charge=+1 homo_ev=-14.2 relative_energy_kj_mol=297.0 e_tot_ha=-248.72276
C -1.692 1.010 1.373
N -1.773 0.079 0.489
H -1.997 0.956 2.434
H -0.831 1.547 1.168
H -1.148 -0.272 -0.356
H -2.617 -0.425 0.322
C 1.994 0.225 0.034
C 1.209 0.042 -1.029
O 0.331 -1.122 -0.936
H 2.779 0.945 -0.016
H 1.928 -0.334 1.004
H 1.575 0.129 -2.126
H 1.013 -1.783 -0.636